Record 1
The following is a quantum chemistry calculation of a structure of composition C31H53Br3Cl8F3N5NaO8S2 at a distorted geometry, from the Open Molecules 2025 dataset.

The geometry in XYZ format:
```
114
Properties=species:S:1:pos:R:3:mulliken_charge:R:1
H -7.53879 -1.56310 -0.02705 0.180
C -3.12847 -2.74168 -5.22777 -1.521
H -1.10360 -3.58320 3.35740 0.270
Cl -13.84170 -5.94481 3.54919 -0.079
Br -0.61763 0.84766 -0.57857 0.019
H 9.68956 1.05503 1.31036 0.290
C -2.52426 -1.46614 0.34295 -0.354
C 4.78972 1.33064 -1.19740 -0.332
H -3.41324 -1.90388 -5.86232 0.422
H 8.71297 6.32622 3.19187 0.323
H -2.34944 -3.29337 -5.75909 0.436
H -6.34142 -4.40748 -2.98741 0.396
H -1.66308 -3.38994 -0.34121 0.515
H -5.48262 -0.47635 -0.52113 0.400
C 4.28695 -0.70975 -1.76924 0.762
O -10.43438 -1.10957 -0.02998 -0.546
H -3.47777 -2.58038 2.93513 0.410
H 6.82302 5.69485 2.10112 0.466
H -1.33702 -0.47459 1.88981 0.269
F 2.19577 -0.24606 -3.24830 -0.903
C 8.16720 2.90279 -0.69423 -0.851
C -3.29673 -0.53234 -0.67714 1.399
C -2.44037 -2.09324 2.75155 -0.404
C -1.40227 -2.55036 3.50758 -0.860
C -4.62435 -0.04454 -0.00705 -2.010
N 5.34646 -0.38165 -2.43986 -0.813
H 6.66571 3.34660 1.35244 0.322
H -4.71947 1.03398 -0.08708 0.275
C -7.80385 -3.56691 -0.77146 0.805
Cl -15.46621 -3.56415 3.71025 -0.099
H -10.47085 -1.73961 -0.76903 0.305
C -2.56619 -2.20668 -3.90515 -0.797
F -4.89190 -1.57031 -3.70364 -0.466
H -0.87695 -1.94350 4.24555 0.228
C 7.52628 4.94325 2.46982 -0.600
C 7.24950 5.14801 -0.49068 -0.788
C -7.87910 -2.53616 0.33193 -0.895
N 9.99653 0.64609 2.20216 -0.608
C -4.36804 1.59719 -2.43425 -1.056
C -1.35048 -2.35137 -0.27424 -1.038
H -1.71538 -1.57318 -4.15956 0.638
C 1.83959 -1.70736 -1.04721 -0.564
H -3.97941 -4.19690 -2.87712 0.377
F -4.71430 2.59113 -4.98686 -0.931
O -8.76062 -3.75435 -1.49986 -0.615
H 0.54262 -3.38295 -1.33474 0.344
C 1.07607 -2.91071 -0.50365 -1.103
H 6.24801 4.70581 -0.42126 0.125
H 8.34120 3.04542 1.89557 -0.309
N -3.64617 -1.53508 -1.73029 0.887
H 9.92165 4.67083 -0.90403 0.370
H 0.32294 -1.42971 0.85585 0.444
C 7.65053 3.79795 1.50139 0.265
C 3.99175 5.31804 0.34359 0.755
H -4.37123 1.74829 -3.55582 0.724
H 7.29927 6.06582 0.08652 0.398
S -3.86807 -2.80987 0.46936 -0.222
H -3.38777 -0.32525 -3.45360 0.722
H -8.91359 -2.39292 0.65212 0.393
Na -12.69918 -1.90977 -0.49103 0.660
H 10.89957 0.17596 2.06914 0.587
Cl -12.74512 -3.39705 2.74700 -0.045
C -2.44648 0.63664 -1.13116 -0.651
O 8.81898 5.51220 2.69140 -0.505
O 4.57145 4.24884 0.84314 -0.653
H 10.09635 1.39469 2.91122 0.132
H -4.98662 2.39044 -2.01604 0.344
H -4.67137 -0.26722 1.05376 0.681
N 5.66268 0.88166 -2.08710 -0.204
C -13.83274 -4.21571 3.89197 0.327
H 10.17365 4.04796 0.74992 0.301
O 3.92081 0.30570 -1.00864 -0.213
Cl 9.87747 3.08481 4.57612 -0.172
H 9.29653 -0.03748 2.52217 0.447
H 1.29544 -1.19450 -1.84560 0.419
C 9.55574 4.68573 0.12141 -0.938
S 3.41560 -2.20452 -1.81638 -0.333
Br -1.93602 3.07914 -2.52546 -0.084
H -4.87470 0.64480 -2.28854 -0.038
O -6.64536 -4.26107 -0.90167 -0.338
H -3.03189 -0.17633 2.04539 0.494
H -4.33987 -4.76563 -1.26702 0.704
C -0.02395 -2.39129 0.49657 -0.419
C -4.48821 -3.93165 -1.95458 -1.415
H 7.14240 4.56438 3.42119 0.312
H 7.16055 2.48798 -0.72316 0.393
C -3.63221 -1.34473 -3.17061 -0.189
H 8.50256 3.13949 -1.69955 0.386
H -7.31598 -2.83782 1.21605 0.393
Cl -13.25947 -3.93520 5.53196 -0.077
H -1.16039 -1.98861 -1.28797 0.192
C -2.95622 1.59104 -1.93882 0.131
H -0.07560 -3.15131 1.26988 0.070
H 2.09578 -0.98205 -0.27737 0.331
H -3.95864 -3.43450 -5.09200 0.276
C -4.00349 -2.70115 -1.26134 0.557
H 9.55322 5.70660 0.47760 0.368
Cl 7.55879 1.93923 5.87296 -0.081
N 8.15783 4.15501 0.11309 0.395
C -2.30686 -0.94411 1.74416 0.152
O 4.10241 6.33182 1.12920 -0.700
Br -4.06385 -4.43648 3.66904 -0.802
H -6.31025 -2.78999 -2.30698 0.409
H 8.85451 2.20598 -0.21554 0.029
H 1.73069 -3.64515 -0.03047 0.604
C 8.89467 3.07402 6.07189 0.295
O 3.51312 5.36671 -0.80287 -0.669
Cl 9.90686 2.57836 7.42826 -0.088
H -2.18240 -3.00119 -3.26227 0.308
H -11.25949 -0.61461 -0.06087 0.177
H 4.74159 2.27943 -0.67947 0.725
C -6.00529 -3.82217 -2.13106 -0.469
H 7.53080 5.35207 -1.52170 0.379
Cl 8.26501 4.69443 6.35453 -0.065
```

Computed properties:
highest occupied orbital energy	-2.60	eV
net charge	-1

---

Record 2
The following is a quantum chemistry calculation of a structure of composition C20H26ClNO2RhSiTe4 at a distorted geometry, from the Open Molecules 2025 dataset.

The geometry in XYZ format:
```
56
Properties=species:S:1:pos:R:3:lowdin_spin:R:1
C 0.44563 1.21461 0.14256 0.001
C -2.44923 1.40021 -0.78147 0.002
O 1.97437 0.24396 4.92438 0.948
C -2.91644 2.35200 0.13418 0.001
H -5.40939 3.78047 -1.66009 0.000
H 2.51212 -1.31588 0.28758 0.001
Te -2.22260 -3.17795 6.26863 0.056
H -1.87543 -2.55530 -1.21081 0.000
H 1.07527 -0.71027 -4.71548 0.000
Te -0.02813 -4.68344 5.71284 0.189
Te 1.31164 -3.40906 3.80298 0.514
H -2.74389 0.61733 -2.76136 0.000
C -3.96659 3.20437 -0.17558 0.000
C 0.30996 -2.90136 0.86084 0.040
Rh -0.09418 -1.66507 2.48610 0.974
H -1.19071 -3.96802 -3.10385 0.000
C 0.05490 -0.33123 -2.86408 0.000
C -0.00378 -2.43559 -4.02719 0.000
H 3.76238 2.74428 1.84043 0.000
Cl 1.91109 -3.79640 0.67448 0.036
Si -1.08558 0.18356 -0.27264 0.009
C 3.00953 2.38947 1.13037 0.001
N 1.46802 0.42328 0.86956 0.039
H 0.39451 0.69936 -2.81934 0.000
C -0.74932 -0.83480 -1.83488 0.000
H -0.44124 -3.68301 0.80577 0.003
O 1.03522 -0.46953 4.63527 1.008
H 2.35399 3.23481 0.91240 0.000
H 1.94240 -0.31570 -1.03269 0.000
C 2.39507 -0.27988 -0.04270 0.002
C -4.13271 2.19569 -2.34745 0.000
H 4.40516 0.05450 0.70051 0.000
H 0.11055 2.03004 0.79409 0.000
C -4.58143 3.12453 -1.41920 0.001
H 4.67054 2.33384 -0.28061 0.000
H 0.31810 -3.06561 -4.84819 0.000
H 4.26743 -0.00343 -1.05102 0.000
H 2.89248 0.61550 2.37114 0.000
C 3.78429 0.36590 -0.14403 0.000
H 0.28003 -2.32235 -0.05369 0.007
C 0.42803 -1.11767 -3.94691 0.000
H 1.50987 1.67801 2.53291 -0.001
H -4.31258 3.92685 0.55452 0.000
H -2.45360 2.42123 1.11509 0.000
H -2.33684 -1.49444 0.99466 0.001
C 3.68091 1.88817 -0.16356 0.000
H 3.09447 2.18856 -1.03633 0.000
C -0.84619 -2.94252 -3.04731 0.000
H -4.60653 2.13004 -3.32025 0.000
H -2.04938 -0.01295 1.87233 0.003
Te -2.12256 -1.35010 4.26031 0.140
C 2.21140 1.26162 1.80725 0.001
H 0.87073 1.69689 -0.75270 0.001
C -1.56204 -0.75571 1.22210 0.022
C -1.21960 -2.14485 -1.97146 0.000
C -3.08011 1.34303 -2.02843 0.001
```

Computed properties:
highest occupied orbital energy (spin up / spin down)	-3.66 / -3.90	eV
spin multiplicity	5
ΔE to the lowest compared entry with this formula, charge and spin	56.9	kJ/mol
<S²>	6.029
net charge	-1

---

Record 3
The following is a quantum chemistry calculation of a structure of composition C21H46AgBr8Cl3F3O8S at a distorted geometry, from the Open Molecules 2025 dataset.

The geometry in XYZ format:
```
91
Properties=species:S:1:pos:R:3:mulliken_charge:R:1
O 4.46331 1.94782 1.00090 -1.040
C -2.90000 -3.09386 0.50758 -0.171
H -0.97857 3.67891 -0.68493 0.122
H 4.13743 -4.96881 -1.04069 0.334
H -2.33805 1.58535 -4.47995 -0.158
H -4.08468 3.60183 -6.06751 0.434
Cl -6.33408 0.69579 2.30364 -0.105
C -0.45259 -1.99636 5.37600 -0.507
C -1.08221 -0.34459 3.84292 0.073
H 4.20753 -1.05835 0.83470 0.389
H -0.31171 5.16766 1.03191 0.408
H 4.37446 0.51843 0.36672 0.432
Cl -5.56617 3.18231 1.02934 -0.126
O 4.22844 -0.47311 0.06567 -0.326
Br 0.61476 2.32049 -6.41359 -0.123
H 1.48817 1.38998 2.22368 0.407
H -3.70684 -4.58562 1.95044 0.499
H 4.73523 3.90778 0.63832 0.200
H 2.03422 2.73917 0.12178 0.270
F -1.99955 0.14693 -0.32864 -0.094
H -1.68018 -0.90731 6.75803 0.309
O 0.09647 -1.75833 0.61950 0.747
H -0.07603 -0.48894 6.97228 0.345
C 0.31084 0.58943 -5.53171 -0.142
C -1.78117 4.07537 -0.06936 -0.113
H 3.08677 -6.34342 -0.55732 0.303
C -2.84828 -4.37759 1.31516 -0.587
H -1.29737 -2.65941 5.57513 0.293
H 2.43801 3.91547 1.33239 0.427
H 0.21016 -3.77987 -0.60191 -0.115
H 2.60853 4.35996 -0.41072 0.502
H 0.03825 -0.43326 -7.43552 0.460
S 0.54187 -0.46018 0.09674 0.311
H -2.04987 -4.41080 2.05769 0.205
H 0.47664 -5.51743 -0.49934 0.127
H 0.24673 0.81092 4.98369 0.164
H -1.93250 5.14708 1.86290 0.461
C 4.15755 3.06447 0.22806 0.918
Br -0.72922 -2.08261 -5.67490 -0.172
H 2.61045 0.88664 3.20556 0.436
H -1.43557 0.09416 -6.70450 0.196
C 4.49379 2.98461 -1.24139 -1.558
H -4.45749 1.11947 0.97158 -0.202
H 2.44307 -3.53118 -1.61617 0.132
H 3.27724 -5.42987 1.55398 0.296
C -4.99088 1.65595 1.74778 0.439
C -0.76157 0.40768 5.10304 -0.051
H -3.89292 2.24152 -3.89844 0.457
C 2.71236 3.56994 0.33298 -1.670
C -1.22302 4.61534 1.24044 -0.604
C -3.14845 3.16829 -5.74111 -0.413
Br -2.56600 5.56963 -1.04321 -0.142
H 1.84644 -5.02404 -2.33098 0.424
C -0.44603 -0.29854 -6.47260 -0.471
Br -4.28715 0.49293 -5.59973 -0.154
H 2.92061 2.21310 2.27567 0.279
Br -0.64996 3.07116 2.28250 -0.168
O 1.71617 -0.57586 -0.78755 -0.946
F -1.02562 -0.67574 -2.01918 -0.153
C 3.17738 -5.25926 -0.61756 -0.701
H 1.27243 0.12166 -5.32537 0.450
H -3.68539 -3.17473 -0.24045 0.468
H -1.98630 -2.86716 -0.03213 -0.221
C 0.94510 -4.54106 -0.35799 0.177
O -0.41937 -1.61597 4.00882 -0.029
H 0.44850 -2.45271 5.78359 0.398
H 3.58205 -3.80598 0.89426 0.048
H -1.46088 1.19262 5.38227 0.316
H 3.31938 -0.59219 -0.40153 0.460
H 3.83896 2.44099 -1.91709 0.296
H -0.16902 0.76059 -4.57279 -0.229
Br -2.59668 -5.91700 0.14266 -0.168
C -0.78663 -0.69936 6.16964 -0.908
C -3.29248 2.00353 -4.77163 -0.262
Br -2.08985 4.52660 -4.80335 -0.142
H -2.54192 3.31139 0.06518 0.052
O 1.58460 -4.37185 0.91373 -0.285
O 0.75514 0.55438 1.12008 -0.424
F -0.55478 1.37204 -1.52152 -0.101
Cl -3.78809 1.95974 3.00780 -0.048
C 2.06921 -4.53229 -1.38600 -0.532
H -0.80712 0.10150 2.89053 -0.149
Ag 1.18922 -2.52410 2.54143 0.428
O 2.21503 1.69861 2.85502 -0.381
H 4.71319 3.98206 -1.62611 0.493
H -2.53051 2.75609 -6.53504 0.259
C 2.97142 -4.71369 0.79116 -0.177
H -2.15121 -0.55689 3.74820 -0.164
C -0.86869 0.19224 -1.03567 0.301
Br -3.32438 -1.53989 1.60688 -0.084
H 5.48997 2.52959 -1.33485 0.371
```

Computed properties:
highest occupied orbital energy	-11.04	eV
net charge	+1

---

Record 4
The following is a quantum chemistry calculation of a structure of composition C32H27Cl2N4Ni, from the Open Molecules 2025 dataset.

The geometry in XYZ format:
```
66
Properties=species:S:1:pos:R:3:lowdin_spin:R:1
H 2.36115 2.43472 1.46116 0.001
C -9.07381 -0.01877 3.36298 0.010
C 2.64997 -0.01176 -0.88917 0.012
H 2.67252 -1.51459 -3.31848 0.000
H 4.41555 -0.38275 -2.01031 0.001
C -7.68049 -0.04799 2.97909 0.051
H -3.87104 1.50522 4.29821 0.005
H -1.14149 2.84302 0.23586 0.000
Cl -0.78593 -5.26831 -2.48256 0.000
C 0.42879 0.99649 -0.90722 0.000
C 0.65294 -6.03949 -0.35225 0.000
H 2.28726 -2.56436 -1.95151 0.000
H -0.52089 1.11456 -1.41506 0.000
H -5.19395 -2.23593 2.28017 0.001
H -7.47924 2.08686 2.93630 -0.001
H 0.60240 -7.01729 -0.81091 0.000
Cl 1.05911 -1.92703 1.44769 0.007
C 0.78416 1.89706 0.10562 -0.009
C -7.02480 -1.26500 2.78393 -0.001
H -5.10870 2.03665 2.28430 0.001
C 1.30423 -5.84209 0.85239 0.000
H -0.74198 -2.84388 -2.07283 0.001
H -7.56346 -2.19214 2.93705 -0.001
C -6.97352 1.13903 2.80074 0.000
H 4.99218 -1.05196 0.30838 0.000
H -0.01229 3.37749 1.46231 0.001
C -3.11710 -2.57299 -0.85525 0.024
C 1.36558 0.06985 -1.39886 -0.005
C 1.35862 -4.56962 1.39582 0.000
C -1.71891 2.03129 4.20827 0.028
C -0.76677 1.64489 3.27114 0.088
Ni -0.29327 -0.04548 0.88316 0.934
H 0.29378 1.86084 3.26770 0.007
H 1.04913 -0.59510 -2.18923 -0.001
H 0.19498 3.92506 -0.20662 -0.001
C 0.76185 -3.50712 0.74225 -0.001
H 1.77714 -6.67205 1.36017 0.000
N -10.18310 0.00550 3.67032 0.026
C -5.69595 -1.28794 2.41497 0.042
H 3.74360 -2.29340 0.27165 0.000
H 5.15888 -2.42239 -0.78373 0.000
C -3.14238 -1.02647 0.80212 0.012
H -1.55379 2.63430 5.08836 0.000
H 1.88748 -4.38145 2.32069 0.000
H -3.39060 -3.30419 -1.60146 0.000
C -2.64834 0.73764 2.59543 0.014
C 2.97967 0.84628 0.16958 -0.007
C 0.03617 -4.96777 -0.97092 0.001
C -4.95404 -0.10310 2.23223 0.039
H 3.96662 0.80847 0.61292 -0.001
C -2.92550 1.45595 3.78245 0.095
N -1.83184 -1.22121 0.43470 0.054
N -1.31138 0.87960 2.29843 0.057
C 4.44040 -1.72439 -0.34713 0.000
C -3.54437 -0.11446 1.85301 0.275
H 3.85795 -2.69178 -2.75879 0.000
C -5.64123 1.10846 2.43868 0.043
C -0.09393 3.07636 0.42113 -0.001
C 3.68484 -0.98141 -1.45291 0.002
C 2.06763 1.76370 0.66085 0.017
C 3.08773 -1.99115 -2.42900 0.000
C -1.83407 -2.14315 -0.53715 0.065
N -0.58621 -2.59790 -1.10411 0.012
H -5.04251 -1.86259 0.00978 0.005
C 0.04317 -3.67017 -0.44833 0.004
C -3.96500 -1.83266 -0.00774 0.092
```

Computed properties:
highest occupied orbital energy (spin up / spin down)	-2.24 / -4.01	eV
spin multiplicity	3
ΔE to the lowest compared entry with this formula, charge and spin	32.2	kJ/mol
<S²>	2.037
net charge	-1

---

| no. | calculated total energy (eV) |
| --- | --- |
| 1 | -401366.0519 |
| 2 | -79326.2086 |
| 3 | -659788.5851 |
| 4 | -105672.4616 |